1.
The following is a quantum chemistry calculation of a structure of composition C28H15B4F9O39V, from OMol25.

```
96
Properties=species:S:1:pos:R:3
O 3.1805 23.3383 5.4324
V 2.9447 22.7426 6.8527
O 2.8970 26.3380 14.8183
C 3.0083 25.5128 13.9690
O 3.3687 25.7390 12.7043
B 3.5976 24.4421 12.0725
O 3.1054 23.4225 13.0014
C 2.8519 23.9958 14.1708
O 2.6244 23.4786 15.2133
O 5.0116 24.1766 11.7000
C 5.0560 23.8266 10.4277
O 6.0290 23.5207 9.8051
C 3.6396 23.9796 9.8482
O 2.8405 24.3357 10.7889
O 3.3485 23.8042 8.6808
O 0.7646 18.0373 0.1046
C 0.6470 18.2005 1.2838
O 1.6268 18.6193 2.0801
B 1.1368 18.7133 3.4647
O -0.2862 18.4094 3.4036
C -0.6349 18.0745 2.1646
O -1.6967 17.7027 1.7915
O 1.9200 17.7886 4.3360
C 2.6230 18.4820 5.1994
O 3.5033 18.0789 5.9087
C 2.1383 19.9355 5.1203
O 1.3644 20.0365 4.0934
O 2.5008 20.8303 5.8466
O 3.0462 19.1392 14.7073
C 3.1270 18.9938 13.5298
O 2.2751 19.4560 12.6228
B 2.7243 19.0906 11.2861
O 3.8411 18.1517 11.4889
C 4.1336 18.0779 12.7752
O 5.0250 17.4744 13.2876
O 1.6412 18.5060 10.4543
C 1.4163 19.2773 9.4097
O 0.5749 19.1444 8.5743
C 2.5363 20.3467 9.4043
O 3.2045 20.2526 10.5037
O 2.8083 21.0517 8.4563
O -4.1796 19.8979 3.8618
C -3.4211 19.8773 4.7788
O -2.7816 20.9201 5.2914
B -1.9759 20.5028 6.4290
O -2.1237 19.0483 6.4996
C -3.0151 18.6401 5.6057
O -3.4286 17.5353 5.4537
O -2.3771 21.1268 7.7140
C -1.4159 21.8676 8.2018
O -1.4656 22.5480 9.1906
C -0.2384 21.7761 7.2121
O -0.5361 20.9307 6.2969
O 0.7840 22.4500 7.2577
C 6.0240 19.7527 9.3059
C 5.6681 19.5313 7.8476
O 6.4478 20.4219 7.0255
C 6.0982 21.6216 6.7637
O 5.0516 22.1381 7.0858
C 7.0936 22.4659 5.9556
F 7.5774 23.4511 6.7171
F 8.1373 21.7098 5.5734
F 6.5229 23.0025 4.8950
H 7.0628 19.4859 9.5088
H 5.4121 19.2022 10.0173
H 5.8968 20.8185 9.5192
H 4.5951 19.6147 7.6963
H 5.9878 18.5456 7.5213
C -0.1216 26.0062 9.3575
C -0.7602 25.6179 8.0253
O -0.1795 26.3115 6.9190
C 0.9401 25.8731 6.4086
O 1.6049 24.9930 6.8816
C 1.4285 26.6354 5.1620
F 1.8972 25.7696 4.2659
F 0.4872 27.3874 4.6068
F 2.4597 27.4257 5.5255
H -0.7157 25.5661 10.1541
H -0.1008 27.0993 9.4075
H 0.9201 25.7041 9.4568
H -1.8085 25.9044 8.0334
H -0.6923 24.5370 7.9181
C 5.8355 27.2336 3.2995
C 5.7922 26.1956 4.4307
O 5.8113 26.9015 5.6787
C 5.4385 26.2446 6.7524
O 4.9742 25.1448 6.7984
C 5.5167 27.0776 8.0495
F 6.3919 26.5160 8.8866
F 5.9214 28.3393 7.8090
F 4.3316 27.1370 8.6559
H 5.2075 28.0913 3.5227
H 5.4626 26.7139 2.4151
H 6.8728 27.4999 3.1128
H 6.7078 25.6135 4.3246
H 4.9182 25.5489 4.3914
```

net charge = -2
LUMO level (alpha / beta) = 2.08 / 2.45 eV
spin multiplicity = 2
energy above the lowest of the compared OMol25 structures with the same formula, charge and spin = 0.0 kcal/mol
frontier orbital gap (alpha / beta) = 0.29341 / 0.30686 hartree


2.
The following is a quantum chemistry calculation of a cluster of 7 separate species, C22H64O26P6 in total, from OMol25.

```
118
Properties=species:S:1:pos:R:3
C -0.8519 9.3303 -0.7934
O -1.2461 7.9782 -0.8465
P -0.4286 6.8582 -1.6527
O -0.5298 6.9247 -3.1609
O 1.0791 7.0098 -1.1127
C 2.0223 7.7716 -1.8448
O -0.9696 5.5804 -0.9391
C -0.7207 4.2801 -1.4368
H -0.2561 9.6491 0.0618
H -1.7753 9.8890 -0.6409
H -0.3142 9.6379 -1.6903
H 2.4707 8.3002 -1.0037
H 1.6218 8.4942 -2.5559
H 2.6889 7.0541 -2.3234
H -1.6877 3.7771 -1.4441
H 0.0258 3.7690 -0.8289
H -0.2685 4.2911 -2.4285
C 2.4116 -4.7226 7.6731
O 2.2454 -5.6685 6.6402
P 2.0300 -5.1421 5.1650
O 2.7787 -3.9471 4.7561
O 2.3867 -6.4937 4.3051
C 1.4891 -7.5556 4.3698
O 0.4262 -5.0649 4.8744
C -0.0978 -4.1585 3.9413
H 2.9177 -3.8441 7.2728
H 2.9399 -5.2057 8.4951
H 1.4557 -4.5050 8.1496
H 2.0624 -8.4639 4.5553
H 0.9246 -7.6765 3.4452
H 0.6297 -7.4501 5.0319
H 0.5557 -3.3268 3.6779
H -0.9103 -3.7017 4.5064
H -0.3877 -4.7177 3.0517
C -4.0283 -1.3574 4.4095
O -4.5695 -0.8899 3.2267
P -4.1690 0.5499 2.5711
O -2.8030 0.6770 1.9817
O -4.4459 1.6103 3.7225
C -5.7978 1.9108 4.1468
O -5.3039 0.9678 1.4578
C -4.9831 1.9540 0.4476
H -4.9132 -1.5809 5.0054
H -3.4211 -0.6815 5.0116
H -3.6209 -2.3672 4.3610
H -5.8344 2.5699 5.0141
H -6.4654 1.0557 4.2529
H -6.2781 2.4958 3.3624
H -4.9479 1.3314 -0.4464
H -3.9781 2.3759 0.4449
H -5.6431 2.8215 0.4357
C 6.5891 -5.7206 2.4325
O 6.8717 -4.4267 1.9339
P 5.8655 -3.5923 1.0317
O 6.3857 -2.3239 0.5324
O 5.4275 -4.6617 -0.1172
C 4.9781 -4.0871 -1.2889
O 4.5490 -3.4601 1.9972
C 3.7001 -2.3631 2.1288
H 6.3593 -5.6660 3.4966
H 7.3912 -6.4371 2.2553
H 5.7173 -6.1103 1.9069
H 4.8399 -3.0060 -1.3051
H 3.9889 -4.5309 -1.4015
H 5.6036 -4.5871 -2.0284
H 3.8300 -1.6055 1.3559
H 3.9574 -1.9296 3.0952
H 2.6929 -2.7786 2.0969
C 0.0470 1.2091 -4.2352
O 0.5399 2.1685 -3.3160
P 2.1959 2.3231 -3.3460
O 2.9253 1.1211 -2.8983
O 2.5152 3.6937 -2.5264
C 3.3762 3.7292 -1.4273
O 2.5934 2.7876 -4.8831
C 1.8598 3.8066 -5.5147
H -0.2974 0.4311 -3.5539
H 0.8188 0.7931 -4.8829
H -0.7587 1.5428 -4.8890
H 2.9389 4.4403 -0.7264
H 4.2866 4.0914 -1.9050
H 3.5441 2.7997 -0.8834
H 2.5118 4.6266 -5.8156
H 1.0492 4.2304 -4.9219
H 1.6077 3.3497 -6.4717
C -3.6391 -1.5543 -2.2000
O -4.1375 -1.4407 -3.5957
P -3.2604 -0.7766 -4.7931
O -1.9326 -1.4074 -4.9641
O -4.3014 -0.9806 -6.0856
C -4.1276 -0.1117 -7.2412
O -3.2573 0.7979 -4.4201
C -4.3641 1.4230 -3.8461
H -3.8859 -2.5152 -1.7485
H -4.1141 -0.8650 -1.5020
H -2.5760 -1.3241 -2.2701
H -3.4752 -0.5253 -8.0103
H -3.6666 0.8696 -7.1294
H -5.1552 -0.0426 -7.5980
H -4.2690 2.4418 -3.4702
H -4.7421 0.9661 -2.9315
H -5.1224 1.3949 -4.6285
C 0.2968 -3.2436 -0.5032
O -0.9459 -2.8888 0.0850
C -1.0146 -1.5544 0.4557
C 0.0221 -1.0029 1.3251
O 1.1880 -0.3874 0.6536
C 1.0263 1.0470 0.3652
H 0.8444 -2.4952 -1.0760
H 0.0185 -4.1080 -1.1060
H 0.9427 -3.6626 0.2684
H -1.9596 -1.6539 0.9897
H -1.1871 -0.9934 -0.4627
H 0.3493 -1.8154 1.9740
H -0.4570 -0.1902 1.8711
H 0.8042 1.5339 1.3148
H 0.1643 1.3263 -0.2406
H 1.9177 1.4882 -0.0806
```

net charge = +1
LUMO level (alpha / beta) = -2.04 / -8.47 eV
spin multiplicity = 2
frontier orbital gap (alpha / beta) = 0.36757 / 0.13127 hartree


3.
The following is a quantum chemistry calculation of the molecule C6H8O3, from OMol25.

```
17
Properties=species:S:1:pos:R:3
C 0.0628 0.1965 -2.1811
C 0.3847 0.6258 -0.7339
C 1.2446 -0.3916 -0.1047
C -0.8339 -0.1521 0.0162
C -1.0616 0.7130 1.2939
C -0.4208 0.3785 2.4348
H 0.7908 -1.8813 -1.5820
H 0.1736 1.6560 -0.3600
H 1.7080 -0.0492 0.8627
H 1.8492 -1.0424 -0.8177
H -1.7701 -0.2267 -0.6063
H -1.4767 1.6071 1.1243
H -0.1872 -0.8434 2.7788
H -0.4628 0.9997 3.2671
O 0.3449 -1.1707 -2.3573
O -0.3305 0.8533 -3.2449
O -0.0151 -1.2724 0.2103
```

LUMO level = 0.46 eV
SMILES = C=C[C@@H]1OC[C@H]1C(=O)O
energy above the lowest of the compared OMol25 structures with the same formula, charge and spin = 123.0 kcal/mol
frontier orbital gap = 0.38166 hartree


4.
The following is a quantum chemistry calculation of a cluster of 2 separate species, C21H28N4O3 in total, from OMol25.

```
56
Properties=species:S:1:pos:R:3
O 0.6450 2.2160 0.9927
O 2.4241 -1.0585 -2.0315
O 1.1554 1.6141 -6.2058
C 0.0977 1.3437 1.6497
C 2.0096 -0.2819 -2.8763
C 1.0225 0.4772 -5.7628
C -1.1425 -0.4708 3.3454
C -0.2363 0.4334 3.8682
C -1.4650 -0.5097 1.9132
C -0.8319 0.3827 1.0675
C 0.7859 0.5434 8.0461
C 1.6766 1.0328 7.0881
C -0.4453 0.0211 7.6444
C 1.3385 0.9961 5.7312
C -0.7842 -0.0114 6.2878
C 0.1034 0.4701 5.3057
N 0.3812 1.3191 2.9890
N 1.6832 -0.5678 -6.2785
N -2.3990 -1.4323 1.4025
N 0.8304 -0.5269 -3.4508
C 2.8527 0.9171 -3.2643
C 2.5830 -0.4815 -7.4268
C -3.1561 -2.3357 2.2912
C -1.0705 0.3828 -0.4237
C -2.8425 -1.3189 -0.0009
C -1.6583 -0.9501 -0.8858
C -0.6247 1.4049 -3.9743
C 0.1359 0.1903 -4.5309
H -1.6033 -1.1914 4.0046
H 1.0488 0.5709 9.0996
H 2.6363 1.4383 7.3953
H -1.1447 -0.3539 8.3859
H 2.0612 1.3650 5.0098
H -1.7582 -0.4013 6.0129
H 0.9216 2.0990 3.3410
H 1.5653 -1.4647 -5.8327
H 0.3586 -1.3252 -3.0581
H 2.2493 1.8206 -3.2559
H 3.6548 1.0271 -2.5358
H 3.2835 0.7651 -4.2513
H 2.0262 -0.1596 -8.3093
H 3.3690 0.2499 -7.2260
H 3.0380 -1.4529 -7.6223
H -3.8533 -2.9574 1.7208
H -2.4748 -3.0053 2.8258
H -3.7370 -1.7581 3.0173
H -0.1244 0.5558 -0.9463
H -1.7488 1.2039 -0.6764
H -3.2591 -2.2698 -0.3487
H -3.6252 -0.5572 -0.0821
H -0.8954 -1.7326 -0.8161
H -1.9789 -0.8798 -1.9288
H -1.2157 1.8608 -4.7696
H -1.2976 1.0929 -3.1785
H 0.0662 2.1527 -3.5869
H -0.6309 -0.4918 -4.8986
```

LUMO level = 0.33 eV
SMILES = CN1CCCc2c1cc(-c1ccccc1)[nH]c2=O.CNC(=O)[C@H](C)NC(C)=O
energy above the lowest of the compared OMol25 structures with the same formula, charge and spin = 28.9 kcal/mol
frontier orbital gap = 0.28727 hartree


5.
The following is a quantum chemistry calculation of a structure of composition C33H27N5O5SZn, from OMol25.

```
72
Properties=species:S:1:pos:R:3
Zn 0.0432 1.0556 0.9166
O 6.6613 -0.3277 0.9702
C 6.1926 0.5744 0.2920
O 6.6467 1.3284 -0.5579
C 4.6364 0.8523 0.6042
C 3.9352 1.8078 -0.1201
C 2.5702 1.9423 0.1066
N 1.9751 1.2049 1.0442
C 2.6628 0.4373 1.8831
C 4.0178 0.2083 1.6696
C 1.8766 -0.0129 3.0362
C 2.2770 -1.0397 3.8903
C 1.5083 -1.3115 5.0079
C 0.3780 -0.5413 5.2495
C 0.0301 0.4282 4.3200
N 0.7398 0.6753 3.2327
C 1.6703 2.9092 -0.5252
C 2.0355 3.7176 -1.6003
C 1.1336 4.6554 -2.0660
C -0.1059 4.7683 -1.4479
C -0.3943 3.9245 -0.3885
N 0.4610 3.0190 0.0532
H 4.4728 2.3834 -0.8585
H 4.6057 -0.4601 2.2806
H 3.1536 -1.6260 3.6635
H 1.7880 -2.1018 5.6894
H -0.2275 -0.7007 6.1300
H -0.8562 1.0354 4.4494
H 2.9995 3.5921 -2.0642
H 1.3861 5.2829 -2.9053
H -0.8316 5.4896 -1.7823
H -1.3455 3.9621 0.1233
O 0.1671 0.5994 -1.3993
C -1.0335 -0.0860 -1.7657
C -2.1102 0.2832 -0.6897
O -3.2395 -0.1878 -0.7449
O -1.7396 1.0548 0.2542
C -0.7052 -1.5799 -1.7110
C -1.6317 -2.5292 -1.3065
C -1.2695 -3.8595 -1.2069
C 0.0003 -4.2703 -1.5636
C 0.9157 -3.3346 -2.0073
C 0.5732 -1.9950 -2.0676
C -1.5110 0.2536 -3.1710
C -2.6724 -0.3353 -3.6686
C -3.0776 -0.1102 -4.9716
C -2.3403 0.7088 -5.8087
C -1.2020 1.3185 -5.3195
C -0.7891 1.0905 -4.0175
H 0.2695 1.3527 -1.9914
H -2.6337 -2.2267 -1.0504
H -1.9838 -4.5844 -0.8474
H 0.2738 -5.3131 -1.4977
H 1.9030 -3.6475 -2.3068
H 1.3099 -1.2721 -2.3875
H -3.2673 -0.9694 -3.0332
H -3.9722 -0.5841 -5.3455
H -2.6496 0.8777 -6.8287
H -0.6186 1.9704 -5.9526
H 0.1307 1.5731 -3.7079
S -0.2407 -1.4969 1.4391
C -1.6769 -1.5977 2.2924
N -1.7955 -2.3653 3.3936
C -3.0963 -2.2168 4.0130
C -3.8916 -1.5330 2.8874
N -2.8473 -1.0217 2.0201
H -0.9940 -2.7663 3.8472
H -3.0342 -1.5861 4.9091
H -3.5072 -3.1857 4.2987
H -4.5222 -0.7218 3.2484
H -4.5146 -2.2496 2.3407
H -3.0739 -0.5908 1.1263
```

LUMO level = -0.81 eV
frontier orbital gap = 0.25713 hartree


6.
The following is a quantum chemistry calculation of the molecule C5H13NS2, from OMol25.

```
21
Properties=species:S:1:pos:R:3
N 2.9647 1.7239 -1.8498
C 1.7525 0.9911 -2.0507
C 1.2842 0.1702 -0.8219
S 0.2921 1.2168 0.2850
S -1.5130 0.4167 0.4859
C -1.5659 -0.9117 1.7497
C -1.7110 -2.2814 1.1482
C -0.4943 -2.8157 0.3592
H 3.1569 2.2961 -2.6615
H 2.9135 2.3208 -1.0339
H 1.8683 0.1939 -2.8029
H 0.8865 1.5739 -2.4330
H 2.1009 -0.2695 -0.2421
H 0.8076 -0.7349 -1.1938
H -2.4803 -0.7461 2.3272
H -0.7326 -0.9265 2.4787
H -1.9291 -3.0629 1.9078
H -2.5111 -2.3532 0.3945
H -0.1809 -3.8249 0.6100
H 0.3740 -2.1834 0.5771
H -0.5826 -2.7783 -0.7400
```

LUMO level = 0.88 eV
SMILES = CCCSSCCN
energy above the lowest of the compared OMol25 structures with the same formula, charge and spin = 14.5 kcal/mol
frontier orbital gap = 0.34957 hartree


| no. | calculated total energy (eV) |
| --- | --- |
| 1 | -162012.2770 |
| 2 | -132819.4359 |
| 3 | -12488.7781 |
| 4 | -34335.7924 |
| 5 | -111603.3659 |
| 6 | -28556.0026 |